C3H2Cl5N3O2 | ωB97M-V/def2-TZVPD

Structure (XYZ):
```
15
C3H2Cl5N3O2 (ωB97M-V/def2-TZVPD)
C -1.626 2.647 0.362
C 2.054 1.238 0.273
C -0.707 -1.990 -0.502
N 3.097 1.065 -0.390
N -1.635 -1.479 0.323
N -0.062 -3.029 -0.074
O -2.285 1.886 0.888
O -0.985 3.332 -0.265
Cl 1.247 -0.126 0.876
Cl -1.748 -2.297 1.866
Cl -3.210 -1.037 -0.253
Cl -0.546 -1.116 -2.030
Cl 1.457 -3.309 -0.806
H 1.448 2.149 0.333
H 3.502 2.067 -0.602
```

Results
Orbital gap   9.0 eV
HOMO   -9.6 eV
Energy   -2731.10259 hartree
SMILES   Cl/N=C(\Cl)N(Cl)Cl.[H]/N=C/Cl.O=C=O
Largest force on an atom   3.91 eV/Å
LUMO energy   -0.6 eV

natural (NBO) atomic charge list, values in e, 2 entries:
1 C 1.018
2 C 0.055

=====

C3H2ClF2I | ωB97M-V/def2-TZVPD

Structure (XYZ):
```
9
C3H2ClF2I (ωB97M-V/def2-TZVPD)
C -1.196 -1.426 -0.280
C -1.649 -0.259 0.111
C 0.839 2.266 0.277
F 0.322 3.441 -0.188
F 1.680 1.853 -0.652
Cl -2.346 -2.677 -0.766
I -3.290 0.873 0.361
H -0.096 -1.732 -0.568
H 0.006 1.426 0.359
```

Results
Orbital gap (alpha / beta)   8.6 / 7.9 eV
HOMO (alpha / beta)   -9.1 / -9.6 eV
Energy   -1072.93080 hartree
Largest force on an atom   3.09 eV/Å
LUMO energy (alpha / beta)   -0.5 / -1.6 eV
Energy relative to the best compared isomer or geometry (same formula, charge and spin)   417.6 kJ/mol

natural (NBO) atomic charge list, values in e, 2 entries:
1 C -0.366
2 C -0.204

=====

Repeat the first record exactly.
C3H2Cl5N3O2 | ωB97M-V/def2-TZVPD

Structure (XYZ):
```
15
C3H2Cl5N3O2 (ωB97M-V/def2-TZVPD)
C -1.626 2.647 0.362
C 2.054 1.238 0.273
C -0.707 -1.990 -0.502
N 3.097 1.065 -0.390
N -1.635 -1.479 0.323
N -0.062 -3.029 -0.074
O -2.285 1.886 0.888
O -0.985 3.332 -0.265
Cl 1.247 -0.126 0.876
Cl -1.748 -2.297 1.866
Cl -3.210 -1.037 -0.253
Cl -0.546 -1.116 -2.030
Cl 1.457 -3.309 -0.806
H 1.448 2.149 0.333
H 3.502 2.067 -0.602
```

Results
Orbital gap   9.0 eV
HOMO   -9.6 eV
Energy   -2731.10259 hartree
SMILES   Cl/N=C(\Cl)N(Cl)Cl.[H]/N=C/Cl.O=C=O
Largest force on an atom   3.91 eV/Å
LUMO energy   -0.6 eV

natural (NBO) atomic charge list, values in e, 2 entries:
1 C 1.018
2 C 0.055

=====

Which value of energy does entry 1 give?
-2731.10259 hartree

=====

Among the records above, which one has the lowest largest force on an atom?
C3H2ClF2I

=====

Copy entry 2 word for word.
C3H2ClF2I | ωB97M-V/def2-TZVPD

Structure (XYZ):
```
9
C3H2ClF2I (ωB97M-V/def2-TZVPD)
C -1.196 -1.426 -0.280
C -1.649 -0.259 0.111
C 0.839 2.266 0.277
F 0.322 3.441 -0.188
F 1.680 1.853 -0.652
Cl -2.346 -2.677 -0.766
I -3.290 0.873 0.361
H -0.096 -1.732 -0.568
H 0.006 1.426 0.359
```

Results
Orbital gap (alpha / beta)   8.6 / 7.9 eV
HOMO (alpha / beta)   -9.1 / -9.6 eV
Energy   -1072.93080 hartree
Largest force on an atom   3.09 eV/Å
LUMO energy (alpha / beta)   -0.5 / -1.6 eV
Energy relative to the best compared isomer or geometry (same formula, charge and spin)   417.6 kJ/mol

natural (NBO) atomic charge list, values in e, 2 entries:
1 C -0.366
2 C -0.204